Formula: C5H27N2O6S
Source: OMol25
Level of theory: ωB97M-V/def2-TZVPD

```
41
Properties=species:S:1:pos:R:3:nbo_charge:R:1
S 3.265 2.008 1.200 0.00
O -0.756 -2.233 4.148 -0.97
O -2.367 -0.219 3.230 -1.01
O 0.771 -3.145 -1.290 -0.96
O -1.870 3.175 0.206 -0.97
O 1.574 2.903 -2.181 -0.95
O 0.483 -3.002 1.642 -0.99
N -1.424 -0.232 0.608 -0.67
N -1.036 -0.471 -2.268 -0.67
C 0.722 0.963 0.748 -0.45
C -0.118 0.002 -0.077 -0.06
C -0.077 -1.016 -3.219 -0.42
C -0.483 0.609 -1.454 -0.25
C 2.199 0.815 0.328 -0.51
H 0.813 -1.332 -2.660 0.18
H 0.110 -1.811 4.179 0.49
H -2.028 -0.770 0.000 0.43
H 0.357 -0.955 -0.263 0.24
H -2.469 0.594 3.742 0.48
H -1.168 1.424 -1.219 0.21
H 1.961 2.890 -3.070 0.48
H -1.380 -0.853 1.423 0.47
H 0.734 0.819 1.823 0.24
H -2.033 -0.869 3.875 0.51
H -1.919 -0.233 -2.701 0.38
H 0.493 -3.213 0.695 0.50
H 0.436 1.010 -1.802 0.23
H 0.440 1.987 0.489 0.23
H 2.516 3.066 0.890 0.11
H 1.214 3.801 -2.235 0.47
H -1.583 3.711 -0.537 0.49
H 1.690 -2.870 -1.415 0.48
H 0.657 -3.871 2.027 0.48
H 0.375 -2.958 -2.150 0.49
H -0.853 -2.769 3.357 0.49
H -2.117 3.751 0.934 0.49
H 0.352 -0.305 -3.941 0.19
H -1.860 0.672 0.807 0.45
H 2.385 0.935 -0.734 0.22
H 2.566 -0.175 0.605 0.22
H -0.570 -1.835 -3.740 0.21
```

Results
HOMO level   -0.426 Ha
Total charge   +1
LUMO level   -2.5 eV
Energy above the lowest of the compared OMol25 structures with the same formula, charge and spin   43.08 kcal/mol
Largest force on an atom   2.0 eV/Å

---

Formula: C5H27NO7S
Source: OMol25
Level of theory: ωB97M-V/def2-TZVPD

```
41
Properties=species:S:1:pos:R:3:nbo_charge:R:1
S -2.118 -4.269 0.203 0.63
O 1.687 3.457 -0.193 -0.94
O 3.354 0.044 0.567 -0.97
O -0.166 0.742 -3.471 -0.94
O 0.558 1.729 1.851 -1.02
O 2.289 -2.227 0.076 -0.95
O 3.542 0.414 -1.811 -0.93
O 0.237 2.880 -2.682 -0.98
N -1.161 0.196 0.375 -0.63
C -1.152 -3.092 1.338 -0.56
C -1.927 -1.730 1.702 -0.41
C -2.257 -0.747 0.646 -0.11
C 0.003 -0.461 -0.407 -0.48
C -3.399 0.190 1.051 -0.64
H -3.758 -0.004 2.053 0.23
H -0.556 1.508 -3.832 0.48
H -0.899 -3.391 2.293 0.27
H 0.671 0.250 -0.944 0.23
H -4.346 0.182 0.570 0.24
H 0.265 2.248 2.636 0.49
H -0.393 -1.154 -1.105 0.19
H 3.984 0.884 0.582 0.48
H 0.699 -0.801 0.321 0.24
H -3.093 -3.242 -0.046 0.18
H -2.370 -1.095 -0.334 0.19
H -0.128 1.081 1.618 0.50
H 1.691 2.549 0.036 0.47
H -0.309 0.987 -2.473 0.45
H -1.607 0.886 -0.177 0.37
H 0.882 2.765 -1.924 0.50
H 0.102 3.816 -2.598 0.47
H 1.077 3.853 0.453 0.48
H 2.655 -1.667 -0.606 0.48
H -3.045 1.228 1.240 0.24
H 4.310 -0.048 -1.497 0.47
H -1.247 -1.206 2.422 0.26
H 3.158 -0.196 -2.430 0.47
H 3.122 -2.180 0.533 0.49
H -2.847 -2.179 2.190 0.23
H -0.159 -2.838 0.694 0.34
H 2.651 0.638 1.081 0.49
```

Results
Multiplicity   2
HOMO level (spin up / spin down)   -0.464 / -0.464 Ha
Total charge   +1
LUMO level (spin up / spin down)   -4.2 / -8.9 eV
Energy above the lowest of the compared OMol25 structures with the same formula, charge and spin   68.23 kcal/mol
Largest force on an atom   6.5 eV/Å

---

Formula: C5H27NO9
Source: OMol25
Level of theory: ωB97M-V/def2-TZVPD

```
42
Properties=species:S:1:pos:R:3:nbo_charge:R:1
O 4.288 -1.165 -0.936 -0.96
O 0.417 -2.877 -3.215 -0.97
O 3.459 -1.202 3.276 -0.94
O -3.529 0.707 -0.368 -0.76
O -1.899 -1.655 -1.256 -0.96
O 1.438 -2.273 1.525 -0.93
O 0.478 3.209 1.892 -0.72
O -1.395 -1.551 3.001 -0.93
O -0.167 -4.346 -1.202 -0.94
N 0.821 0.615 -0.180 -0.84
C -2.184 2.608 -1.072 -0.43
C 0.063 1.836 0.105 -0.10
C 0.829 3.062 0.504 -0.09
C -0.715 2.096 -1.246 -0.39
C -3.119 2.017 0.014 -0.06
H -4.051 2.522 0.127 0.19
H 1.311 -2.880 -3.005 0.45
H -1.820 -1.405 2.221 0.47
H 0.457 4.020 0.051 0.18
H 1.436 -2.219 2.445 0.47
H -0.875 1.207 -1.917 0.20
H 0.701 -1.789 1.284 0.46
H -1.362 -1.194 -1.829 0.48
H 0.955 -0.085 0.494 0.35
H 3.806 -0.350 -0.649 0.48
H -2.265 -2.415 -1.864 0.49
H -1.774 -1.057 3.631 0.47
H -1.980 3.752 -0.887 0.19
H -0.685 1.569 0.899 0.22
H 3.695 -1.926 -1.128 0.48
H -2.612 1.856 0.968 0.16
H 1.679 0.825 -0.498 0.34
H 1.940 2.952 0.354 0.17
H 0.561 -4.067 -0.649 0.47
H 3.881 -1.434 2.398 0.48
H -0.591 -3.436 -1.145 0.49
H -0.121 2.853 -1.963 0.21
H 0.383 -3.803 -2.780 0.49
H -2.779 0.100 -0.709 0.49
H 2.592 -0.936 3.072 0.46
H -2.617 2.675 -2.028 0.22
H 1.349 3.584 2.263 0.47
```

Results
HOMO level   -0.352 Ha
Total charge   0
LUMO level   0.0 eV
Energy above the lowest of the compared OMol25 structures with the same formula, charge and spin   126.49 kcal/mol
Largest force on an atom   5.5 eV/Å
SMILES   N[C@@H](CO)CCCO.O.O.O.O.O.O.O

---

Formula: C5H27O11
Source: OMol25
Level of theory: ωB97M-V/def2-TZVPD

```
43
Properties=species:S:1:pos:R:3:nbo_charge:R:1
O 2.327 -1.607 -0.147 -0.99
O -4.271 -1.538 -0.478 -0.99
O 0.235 -0.050 2.951 -1.15
O -0.327 0.655 -5.202 -0.54
O 0.207 -2.166 1.617 -1.09
O 3.945 -2.722 -2.458 -0.96
O -2.267 0.904 4.967 -0.98
O 4.387 2.370 0.068 -0.95
O 2.017 1.648 2.638 -1.04
O -1.707 -0.969 0.058 -0.78
O -2.301 -0.811 2.828 -1.02
C -0.738 -0.182 -0.593 -0.07
C -1.462 1.137 -0.953 -0.41
C -0.535 0.695 -4.014 0.44
C -0.585 2.066 -1.810 -0.39
C 0.188 1.516 -3.016 -0.53
H 3.596 -2.289 -3.223 0.46
H -1.221 2.904 -2.113 0.20
H 4.275 3.301 -0.127 0.47
H -0.504 -0.561 -1.597 0.14
H 0.184 0.094 -0.079 0.19
H -1.688 1.521 0.044 0.23
H -1.571 1.010 4.300 0.49
H 1.330 0.847 2.626 0.50
H -1.275 -0.059 -3.650 0.10
H -4.513 -1.219 0.387 0.48
H 3.373 -2.397 -1.746 0.50
H -2.660 0.082 4.637 0.48
H -2.382 -0.758 1.872 0.48
H 0.207 2.470 -1.172 0.21
H -3.335 -1.462 -0.703 0.50
H 2.690 -1.358 0.708 0.49
H 0.512 -0.645 3.656 0.45
H 2.171 1.811 1.700 0.44
H 1.412 -1.851 0.046 0.50
H 0.302 -1.144 1.976 0.51
H 4.513 2.278 1.016 0.48
H -2.342 0.947 -1.566 0.20
H 0.704 2.325 -3.533 0.23
H -1.316 -0.844 2.895 0.49
H 0.903 0.832 -2.534 0.25
H -1.233 -1.721 0.464 0.52
H -0.369 -2.692 2.173 0.48
```

Results
HOMO level   -0.246 Ha
Total charge   -1
LUMO level   2.6 eV
Energy above the lowest of the compared OMol25 structures with the same formula, charge and spin   97.74 kcal/mol
Largest force on an atom   3.0 eV/Å

---

Formula: C5H28N2O7
Source: OMol25
Level of theory: ωB97M-V/def2-TZVPD

```
42
Properties=species:S:1:pos:R:3:nbo_charge:R:1
O -0.828 -3.110 1.721 -0.98
O 1.982 2.097 -1.589 -0.96
O 0.108 2.491 -3.484 -0.98
O 1.673 1.626 1.270 -0.96
O -1.492 -0.051 4.219 -0.94
O -0.369 2.115 2.908 -1.00
O -1.449 3.764 0.959 -0.96
N 0.708 -3.774 -1.443 -0.82
N -2.073 -0.796 0.739 -0.89
C 1.190 -2.901 -2.494 -0.23
C 1.729 -1.512 -2.033 -0.43
C 0.867 -0.930 -0.929 -0.40
C -1.320 0.101 -0.121 -0.20
C -0.559 -0.536 -1.327 -0.43
H 0.729 2.291 -2.753 0.49
H -0.232 -3.520 -1.163 0.35
H 1.902 2.047 -0.623 0.50
H -1.525 -1.315 1.418 0.38
H -2.379 3.604 0.762 0.46
H 2.782 -1.704 -1.794 0.20
H 0.141 1.664 2.210 0.47
H 1.310 -0.059 -0.447 0.20
H -1.539 -3.724 1.537 0.50
H -2.435 -0.076 3.998 0.48
H 1.862 -3.442 -3.164 0.19
H -0.533 0.329 -1.996 0.22
H -1.069 -1.372 -1.805 0.19
H 2.550 2.861 -1.733 0.48
H -0.605 1.439 3.569 0.50
H 1.755 2.458 1.761 0.50
H -0.536 0.630 0.411 0.18
H 1.265 -3.628 -0.610 0.34
H 0.795 -1.627 -0.084 0.17
H -1.217 2.956 1.455 0.49
H -0.599 3.025 -3.117 0.46
H -2.052 0.782 -0.555 0.18
H 0.059 -3.464 1.784 0.49
H -2.822 -1.292 0.294 0.36
H 0.414 -2.655 -3.229 0.19
H -1.223 -0.707 3.556 0.47
H 1.810 -0.736 -2.799 0.22
H 2.259 1.027 1.749 0.49
```

Results
HOMO level   -0.318 Ha
Total charge   0
LUMO level   -0.1 eV
Energy above the lowest of the compared OMol25 structures with the same formula, charge and spin   26.31 kcal/mol
Largest force on an atom   2.1 eV/Å
SMILES   NCCCCCN.O.O.O.O.O.O.O

---

Formula: C5H28N2O8
Source: OMol25
Level of theory: ωB97M-V/def2-TZVPD

```
43
Properties=species:S:1:pos:R:3:nbo_charge:R:1
O -1.384 -3.286 -0.564 -0.98
O -1.244 3.610 -1.105 -0.97
O -4.271 -1.291 -0.796 -0.99
O -3.106 -2.302 1.506 -0.96
O 1.422 3.877 -0.002 -0.95
O 3.528 2.701 0.363 -1.00
O -2.039 -1.036 -2.406 -0.97
O 1.829 -3.904 1.122 -0.91
N -1.928 1.013 0.554 -0.87
N 2.933 0.015 0.495 -0.64
C 3.205 -0.860 1.543 -0.40
C 1.732 0.998 -1.223 -0.53
C -0.932 0.104 0.251 -0.21
C 0.456 0.658 0.731 -0.42
C 1.736 0.475 -0.025 0.19
H -1.992 3.642 -1.724 0.47
H 1.297 3.804 -0.985 0.51
H 4.298 -0.939 1.870 0.20
H -2.853 0.667 0.345 0.39
H 2.650 1.171 -1.707 0.20
H 3.699 0.668 0.237 0.42
H 0.832 1.329 -1.787 0.18
H 3.941 3.485 0.244 0.46
H -1.519 -3.991 -1.182 0.47
H 2.951 -1.875 1.283 0.20
H -3.916 -1.897 -0.095 0.50
H -0.951 -1.033 0.608 0.17
H 0.608 0.201 1.830 0.20
H -1.268 2.776 -0.681 0.48
H -1.406 -2.541 -1.184 0.51
H -5.143 -1.669 -0.989 0.47
H -3.737 -2.888 1.790 0.46
H -2.477 -2.850 0.942 0.51
H -0.759 0.011 -0.789 0.17
H -1.601 -0.148 -2.414 0.47
H -1.870 1.308 1.534 0.37
H 1.382 -4.090 0.288 0.47
H 2.614 -4.281 0.877 0.45
H 2.524 -0.494 2.305 0.18
H 0.591 3.527 0.530 0.50
H 0.336 1.688 0.775 0.18
H 2.581 2.771 0.183 0.50
H -2.910 -0.748 -2.059 0.50
```

Results
HOMO level   -0.261 Ha
Total charge   0
LUMO level   0.2 eV
Energy above the lowest of the compared OMol25 structures with the same formula, charge and spin   94.56 kcal/mol
Largest force on an atom   5.4 eV/Å
SMILES   C=C(CCN)NC.O.O.O.O.O.O.O.O

---

Formula: C5H28N3O7
Source: OMol25
Level of theory: ωB97M-V/def2-TZVPD

```
43
Properties=species:S:1:pos:R:3:nbo_charge:R:1
O -1.740 -1.171 -1.165 -0.99
O -2.935 1.877 0.148 -0.98
O -0.142 2.697 -0.086 -0.94
O -3.208 1.016 -2.360 -1.00
O -0.191 -2.903 -2.550 -1.01
O -1.486 1.608 3.212 -0.93
O -1.598 -3.470 1.210 -0.95
N 1.322 -0.597 -2.021 -0.53
N -0.394 1.078 -2.101 -0.76
N 1.469 1.204 2.587 -0.86
C 1.558 -0.767 -0.514 -0.22
C 2.401 0.076 2.465 -0.24
C 3.247 0.000 1.212 -0.44
C 0.303 0.044 -2.562 0.39
C 2.602 0.274 -0.091 -0.42
H 3.113 -0.099 3.272 0.19
H 1.771 -0.790 2.712 0.18
H -1.194 1.037 3.951 0.48
H 0.518 -0.793 -0.150 0.23
H -1.039 1.360 -2.836 0.45
H 0.317 2.470 0.731 0.50
H 2.081 1.235 -0.006 0.20
H 1.579 -1.378 -2.573 0.43
H -3.249 2.557 0.770 0.53
H -1.387 1.072 2.427 0.45
H -3.066 1.139 -1.378 0.49
H -1.072 2.746 0.221 0.49
H 3.820 -0.987 1.026 0.23
H 4.178 0.459 1.414 0.24
H 1.995 2.026 2.136 0.35
H -0.475 -3.805 -2.696 0.49
H -2.501 -1.707 -0.924 0.50
H -1.994 -0.472 -1.803 0.51
H -1.534 -3.860 2.114 0.48
H 3.265 0.270 -0.970 0.23
H -0.818 -2.391 -2.014 0.50
H -0.354 1.422 -1.144 0.44
H 0.018 -0.336 -3.579 0.23
H 1.914 -1.786 -0.493 0.23
H -1.963 -4.192 0.691 0.47
H 1.382 1.323 3.589 0.38
H -2.405 1.172 0.562 0.49
H -4.108 1.345 -2.430 0.49
```

Results
HOMO level   -0.460 Ha
Total charge   +1
LUMO level   -2.6 eV
Energy above the lowest of the compared OMol25 structures with the same formula, charge and spin   14.62 kcal/mol
Largest force on an atom   3.2 eV/Å

---

Formula: C5H28NO9
Source: OMol25
Level of theory: ωB97M-V/def2-TZVPD

```
43
Properties=species:S:1:pos:R:3:nbo_charge:R:1
O 3.870 1.135 1.919 -0.93
O -1.001 2.581 -1.830 -1.03
O 0.583 4.139 -0.522 -0.95
O -2.830 0.873 -2.053 -0.94
O -0.076 -3.239 1.708 -1.01
O -1.996 -2.749 -1.636 -1.00
O -3.757 -1.404 0.065 -1.00
O -2.096 -1.375 1.955 -1.23
O -0.426 0.625 2.697 -0.81
N -0.779 0.041 -0.006 -0.95
C 0.814 0.268 2.023 -0.07
C 1.519 -0.833 -0.218 -0.45
C 1.877 -0.518 -1.638 -0.43
C 0.610 0.228 0.377 -0.03
C 2.745 0.729 -1.750 -0.61
H -2.946 -2.371 -1.379 0.51
H 1.090 -0.625 2.614 0.17
H -2.392 0.178 -2.572 0.49
H -1.131 -0.108 2.422 0.50
H -0.831 -2.571 1.869 0.52
H 3.121 1.152 2.661 0.47
H 3.806 1.982 1.565 0.46
H 0.919 -1.760 0.031 0.24
H -0.886 2.036 -0.990 0.49
H -2.469 -1.534 2.727 0.43
H 2.131 -1.434 -2.280 0.21
H -0.918 -0.914 -0.471 0.39
H 0.735 3.399 0.073 0.45
H 0.291 3.722 -1.291 0.49
H -2.036 -3.698 -1.470 0.47
H -2.777 0.607 -1.145 0.49
H 2.869 1.175 -0.854 0.20
H 2.432 -0.771 0.441 0.20
H -3.763 -0.493 0.217 0.46
H -1.835 2.147 -2.112 0.50
H -3.009 -1.748 0.567 0.52
H 3.700 0.453 -2.063 0.20
H 1.570 1.008 2.312 0.13
H 2.197 1.578 -2.389 0.22
H 0.740 -2.699 1.730 0.45
H 0.894 -0.566 -2.138 0.21
H 0.809 1.347 -0.025 0.14
H -1.367 0.005 0.858 0.42
```

Results
HOMO level   -0.219 Ha
Total charge   -1
LUMO level   2.9 eV
Energy above the lowest of the compared OMol25 structures with the same formula, charge and spin   100.73 kcal/mol
Largest force on an atom   6.4 eV/Å